(1)
A molecular structure, C34H31BCdN14S in a non-equilibrium geometry. Source: the Open Molecules 2025 dataset; level of theory: the ωB97M-V functional and the def2-TZVPD basis.

Summary:
Frontier orbital gap (alpha / beta), Eh: 0.2361 / 0.2785
Energy above the lowest of the compared OMol25 structures with the same formula, charge and spin, eV: 0.162
<S²>: 0.784
Highest occupied orbital energy (alpha / beta), eV: -8.97 / -11.02
Electronic energy, eV: -72693.6140
E_LUMO (alpha / beta), eV: -2.546 / -3.439
Charge: +1
2S+1: 2

Each line ends with the Mulliken charge.
Atoms and positions in Å:
Cd  -0.57  0.75  -0.39  2.088
C  -0.56  3.03  3.35  -1.569
C  -1.17  2.13  2.48  -0.576
N  -0.39  1.93  1.42  -0.488
N  0.71  2.69  1.57  1.136
C  0.63  3.36  2.73  -0.181
B  1.75  2.87  0.43  0.227
N  1.02  3.39  -0.81  -0.081
C  1.12  4.55  -1.48  -0.043
C  0.29  4.49  -2.58  -1.417
C  -0.29  3.22  -2.51  -0.380
N  0.16  2.57  -1.45  0.126
N  2.35  1.49  0.06  0.538
C  3.63  1.27  -0.30  -0.334
C  3.82  -0.09  -0.43  -1.806
C  2.58  -0.63  -0.13  -0.927
N  1.70  0.33  0.14  0.309
N  2.89  3.73  0.90  0.792
C  3.79  3.35  1.84  -0.400
C  4.81  4.27  1.86  -0.977
C  4.44  5.20  0.88  -0.383
N  3.30  4.86  0.31  -1.137
H  -0.94  3.40  4.28  0.465
H  -2.11  1.63  2.57  0.553
H  1.40  4.03  3.05  0.515
H  1.77  5.32  -1.13  0.556
H  0.14  5.24  -3.32  0.446
H  -1.00  2.76  -3.18  0.490
H  4.32  2.08  -0.44  0.567
H  4.73  -0.59  -0.69  0.521
H  2.30  -1.67  -0.05  1.027
H  3.66  2.45  2.42  0.534
H  5.68  4.27  2.48  0.471
H  4.95  6.09  0.58  0.469
C  -4.09  -1.68  2.90  -2.198
C  -2.83  -1.21  2.22  0.621
N  -2.81  -0.68  1.02  0.552
N  -3.99  -0.52  0.36  -0.727
C  -4.20  0.43  -0.57  0.629
N  -5.46  0.53  -1.06  -0.449
S  -3.02  1.46  -1.17  -0.516
C  -1.61  -1.22  2.95  0.871
C  -1.55  -1.06  4.34  -0.993
C  -0.38  -0.72  4.97  -0.888
C  0.78  -0.52  4.18  -0.792
C  0.75  -0.79  2.86  -0.169
N  -0.40  -1.22  2.25  0.732
H  -4.70  -0.84  3.24  0.338
H  -4.70  -2.29  2.23  0.568
H  -3.85  -2.30  3.76  0.570
H  -4.81  -1.01  0.71  0.214
H  -6.24  0.08  -0.62  0.183
H  -5.65  1.27  -1.71  0.232
H  -2.46  -1.14  4.92  0.400
H  -0.33  -0.58  6.03  0.425
H  1.69  -0.17  4.65  0.519
H  1.62  -0.72  2.22  0.420
C  -0.62  -1.97  -4.67  -0.391
C  -1.66  -2.05  -3.75  -0.832
C  -1.57  -1.32  -2.58  -0.146
N  -0.53  -0.54  -2.29  0.512
C  0.46  -0.46  -3.17  -0.443
C  0.46  -1.15  -4.37  -1.002
H  -0.65  -2.53  -5.59  0.456
H  -2.53  -2.65  -3.94  0.501
H  -2.36  -1.35  -1.84  0.071
H  1.29  0.19  -2.91  0.379
H  1.28  -1.06  -5.05  0.475
N  1.16  -7.54  -4.22  -0.480
C  0.89  -6.64  -3.57  -0.114
C  0.54  -5.56  -2.72  0.552
C  -0.58  -5.67  -1.90  -0.951
C  -0.89  -4.66  -1.01  -0.749
C  -0.06  -3.53  -0.91  0.563
C  1.04  -3.41  -1.78  -0.084
C  1.34  -4.42  -2.67  -1.161
C  -0.26  -2.59  0.11  0.078
C  -0.34  -1.83  1.06  0.154
H  -1.19  -6.55  -1.96  0.516
H  -1.75  -4.75  -0.36  0.533
H  1.65  -2.53  -1.74  0.407
H  2.20  -4.33  -3.31  0.489

---

(2)
2 unconnected molecules or ions with the total composition C4H13N2 in a non-equilibrium geometry. Source: the Open Molecules 2025 dataset; level of theory: the ωB97M-V functional and the def2-TZVPD basis.

Summary:
Frontier orbital gap, Eh: 0.2869
Energy above the lowest of the compared OMol25 structures with the same formula, charge and spin, eV: 4.943
Highest occupied orbital energy, eV: -15.41
Electronic energy, eV: -7328.5440
E_LUMO, eV: -7.603
Charge: +1
2S+1: 1

Each line ends with the Mulliken charge.
Atoms and positions in Å:
C  0.05  -1.74  0.96  -0.501
N  0.06  -2.98  0.40  -0.314
C  0.15  -0.63  -0.34  0.079
N  0.01  0.58  0.12  -0.212
C  -1.46  3.72  -0.02  -0.674
C  1.49  -0.90  -1.07  -1.274
H  0.90  -1.56  1.59  0.419
H  -0.87  -1.50  1.48  0.346
H  -0.82  -3.46  0.38  0.265
H  0.84  -3.59  0.65  0.266
H  -0.71  -0.87  -0.97  0.362
H  0.88  0.93  0.58  0.323
H  -0.73  4.52  0.12  0.257
H  -0.97  2.79  -0.25  -0.041
H  -2.17  3.99  -0.79  0.270
H  -2.02  3.59  0.91  0.246
H  1.57  -0.20  -1.90  0.387
H  1.45  -1.93  -1.42  0.390
H  2.35  -0.74  -0.42  0.406

---

(3)
4 unconnected molecules or ions with the total composition C11H22BF2O16S4 in a non-equilibrium geometry. Source: the Open Molecules 2025 dataset; level of theory: the ωB97M-V functional and the def2-TZVPD basis.

Summary:
Frontier orbital gap, Eh: 0.2737
Highest occupied orbital energy, eV: -5.37
Electronic energy, eV: -93977.1939
E_LUMO, eV: 2.078
Charge: -1
2S+1: 1

Each line ends with the Mulliken charge.
Atoms and positions in Å:
C  -2.95  -2.40  -2.77  -1.459
C  -1.94  -1.50  -2.07  -0.313
C  -1.77  -1.84  -0.60  0.187
F  -3.05  -1.74  -0.01  -0.426
C  -0.82  -0.98  0.22  0.416
C  0.66  -1.12  -0.22  -0.206
O  1.12  0.19  -0.50  -0.745
B  -0.10  0.93  -0.76  1.003
S  0.14  2.86  -0.49  1.131
O  -1.01  3.50  0.11  -0.663
O  1.43  3.28  -0.02  -0.685
F  0.12  3.42  -2.02  -0.326
O  -1.11  0.40  0.14  -0.699
H  -3.90  -2.37  -2.23  0.299
H  -2.61  -3.43  -2.83  0.334
H  -3.14  -2.04  -3.78  0.413
H  -0.97  -1.52  -2.56  0.308
H  -2.27  -0.47  -2.12  0.244
H  -1.46  -2.89  -0.47  0.308
H  -0.96  -1.34  1.24  0.025
H  0.76  -1.79  -1.09  0.146
H  1.31  -1.49  0.58  0.044
H  -0.45  0.86  -1.93  -0.264
C  -1.67  7.10  -3.00  -0.316
C  -0.82  6.02  -3.63  0.098
O  -1.68  5.46  -4.64  -0.263
S  -2.61  6.59  -5.25  1.108
O  -2.05  7.10  -6.46  -0.564
O  -3.95  6.14  -5.24  -0.541
O  -2.38  7.68  -4.11  -0.321
H  -2.40  6.68  -2.30  0.311
H  -1.09  7.87  -2.51  0.294
H  -0.52  5.25  -2.93  -0.014
H  0.06  6.44  -4.12  0.247
C  -1.46  -1.85  6.46  -0.339
C  -0.25  -1.06  6.03  -0.319
O  0.45  -1.95  5.15  -0.311
S  -0.59  -2.84  4.34  0.987
O  -0.82  -2.26  3.07  -0.374
O  -0.22  -4.20  4.47  -0.583
O  -1.86  -2.54  5.27  -0.334
H  -1.21  -2.59  7.23  0.279
H  -2.29  -1.23  6.79  0.308
H  0.41  -0.79  6.85  0.296
H  -0.52  -0.16  5.47  0.287
C  5.38  -2.78  0.44  -0.311
C  4.97  -4.02  -0.32  -0.319
O  4.33  -4.84  0.67  -0.339
S  3.54  -3.90  1.71  1.105
O  2.19  -3.81  1.31  -0.435
O  3.91  -4.28  3.03  -0.588
O  4.27  -2.54  1.32  -0.274
H  6.27  -2.94  1.04  0.266
H  5.51  -1.91  -0.19  0.308
H  5.82  -4.57  -0.73  0.299
H  4.26  -3.80  -1.11  0.281

---

(4)
A molecular structure, C33H31N7O3S2SeSn. Source: the Open Molecules 2025 dataset; level of theory: the ωB97M-V functional and the def2-TZVPD basis.

Summary:
Frontier orbital gap, Eh: 0.2909
Energy above the lowest of the compared OMol25 structures with the same formula, charge and spin, eV: 0.084
Highest occupied orbital energy, eV: -13.30
Electronic energy, eV: -144135.1279
E_LUMO, eV: -5.379
Charge: +2
2S+1: 1

Each line ends with the Mulliken charge.
Atoms and positions in Å:
Sn  -0.12  -0.22  -1.16  0.965
O  0.76  2.35  -1.18  -0.401
S  0.39  3.79  -0.93  -0.025
C  -0.06  3.85  0.86  0.768
C  -1.35  4.52  1.33  -0.467
C  -2.20  3.67  2.28  -1.164
C  -3.02  2.55  1.62  -0.552
S  -2.25  0.92  1.56  0.109
O  -1.23  1.04  0.43  -0.123
C  -3.62  0.02  0.88  0.598
C  -4.26  -0.92  1.67  -0.426
C  -5.34  -1.62  1.15  -0.686
C  -5.76  -1.38  -0.15  -0.632
C  -5.11  -0.43  -0.93  -0.894
C  -4.04  0.27  -0.43  -0.004
C  -1.18  4.11  -1.72  0.195
C  -1.53  5.44  -1.93  -0.395
C  -2.73  5.74  -2.55  -0.523
C  -3.56  4.71  -2.99  -0.620
C  -3.18  3.39  -2.80  -0.693
C  -1.99  3.08  -2.17  -0.076
H  0.82  4.30  1.32  0.585
H  -0.07  2.79  1.10  -0.896
H  -1.98  4.82  0.49  0.146
H  -1.09  5.44  1.85  0.412
H  -2.92  4.33  2.76  0.540
H  -1.59  3.26  3.10  0.343
H  -3.30  2.79  0.59  0.224
H  -3.94  2.36  2.19  0.673
H  -3.92  -1.10  2.69  0.560
H  -5.85  -2.35  1.77  0.476
H  -6.61  -1.92  -0.54  0.471
H  -5.46  -0.24  -1.94  0.501
H  -3.52  1.02  -1.02  -0.047
H  -0.87  6.24  -1.60  0.437
H  -3.01  6.77  -2.71  0.423
H  -4.49  4.95  -3.49  0.415
H  -3.82  2.59  -3.17  0.489
H  -1.67  2.06  -2.04  0.322
Se  5.49  -5.05  1.87  0.330
N  4.93  -3.41  2.25  -0.837
C  4.02  -3.10  1.36  0.884
C  3.32  -1.82  1.34  0.695
C  3.59  -0.80  2.25  -0.587
C  2.92  0.40  2.14  -1.080
C  1.96  0.54  1.15  -0.216
N  1.67  -0.44  0.30  0.107
C  2.35  -1.61  0.36  -0.402
C  2.06  -2.63  -0.65  -0.353
N  1.15  -2.32  -1.59  0.094
C  0.90  -3.18  -2.57  -0.321
C  1.54  -4.42  -2.66  -0.941
C  2.46  -4.76  -1.69  -0.586
C  2.74  -3.85  -0.66  0.491
C  3.73  -4.11  0.38  0.944
N  4.40  -5.22  0.47  -0.840
H  4.35  -0.96  3.00  0.581
H  3.12  1.22  2.81  0.502
H  1.42  1.46  1.00  0.450
H  0.17  -2.87  -3.31  0.485
H  1.31  -5.08  -3.47  0.471
H  2.98  -5.70  -1.71  0.575
C  -1.68  -3.59  2.13  -1.058
N  -2.16  -3.56  0.75  0.350
C  -3.02  -4.51  0.30  -0.302
C  -3.48  -4.50  -0.97  -1.059
C  -3.01  -3.45  -1.81  0.800
N  -2.15  -2.54  -1.38  -0.013
C  -1.72  -2.58  -0.11  0.256
O  -0.91  -1.73  0.34  -0.452
N  -3.43  -3.35  -3.07  -0.405
H  -2.43  -4.08  2.75  0.421
H  -1.52  -2.58  2.47  0.307
H  -0.74  -4.15  2.19  0.298
H  -3.32  -5.26  1.02  0.480
H  -4.16  -5.26  -1.32  0.474
H  -4.09  -4.00  -3.47  0.224
H  -3.10  -2.59  -3.65  0.208